{"formula": "C30H51BF7NO9S", "method": "ωB97M-V with the def2-TZVPD basis set", "elements": ["C", "C", "C", "C", "C", "C", "B", "N", "C", "S", "C", "F", "F", "C", "F", "F", "C", "F", "F", "F", "C", "C", "H", "H", "H", "H", "H", "H", "H", "H", "H", "C", "O", "C", "C", "O", "C", "C", "O", "C", "H", "H", "H", "H", "H", "H", "H", "H", "H", "H", "H", "H", "H", "H", "C", "O", "C", "C", "O", "C", "C", "O", "C", "H", "H", "H", "H", "H", "H", "H", "H", "H", "H", "H", "H", "H", "H", "C", "O", "C", "C", "O", "C", "C", "O", "C", "H", "H", "H", "H", "H", "H", "H", "H", "H", "H", "H", "H", "H", "H"], "positions_angstrom": [[-1.317, -2.652, -4.374], [-1.944, -3.619, -3.318], [-3.250, -3.282, -2.729], [-3.822, -4.198, -1.747], [-3.064, -5.391, -1.408], [-3.656, -6.448, -0.384], [-4.124, -7.679, -1.324], [-3.179, -8.797, -1.521], [-3.151, -9.577, -0.580], [-3.358, -10.890, 0.335], [-5.596, -7.585, -2.031], [-6.407, -8.654, -1.687], [-6.258, -6.434, -1.565], [-5.493, -7.384, -3.606], [-4.845, -6.197, -3.893], [-6.729, -7.285, -4.206], [-4.714, -8.552, -4.351], [-4.828, -9.764, -3.756], [-3.391, -8.255, -4.561], [-5.258, -8.653, -5.615], [-1.756, -5.731, -1.978], [-1.183, -4.807, -2.950], [-1.691, -2.821, -5.414], [-0.205, -2.817, -4.349], [-1.594, -1.608, -4.073], [-3.809, -2.375, -3.044], [-4.804, -4.041, -1.240], [-4.489, -6.035, 0.231], [-2.792, -6.833, 0.212], [-1.255, -6.680, -1.664], [-0.185, -5.068, -3.374], [-0.127, -2.816, -0.189], [0.001, -1.416, -0.339], [-0.756, -0.700, 0.627], [-0.197, 0.701, 0.809], [0.959, 0.744, 1.645], [2.159, 0.226, 1.070], [2.755, 1.140, 0.010], [2.061, 0.987, -1.221], [2.211, 2.111, -2.063], [-1.169, -3.124, -0.327], [0.489, -3.296, -0.949], [0.235, -3.129, 0.797], [-0.743, -1.225, 1.589], [-1.788, -0.638, 0.260], [-0.950, 1.297, 1.331], [-0.010, 1.194, -0.146], [2.011, -0.791, 0.704], [2.871, 0.168, 1.899], [3.803, 0.868, -0.163], [2.703, 2.181, 0.353], [1.813, 3.009, -1.579], [1.640, 1.930, -2.974], [3.264, 2.260, -2.327], [7.461, 1.864, 7.160], [6.601, 2.662, 6.373], [7.201, 3.895, 6.000], [6.531, 4.460, 4.759], [6.974, 3.850, 3.549], [6.516, 2.520, 3.312], [5.048, 2.451, 2.923], [4.225, 2.558, 4.077], [2.916, 2.997, 3.764], [7.715, 2.374, 8.095], [6.942, 0.934, 7.392], [8.372, 1.620, 6.603], [8.271, 3.756, 5.805], [7.073, 4.594, 6.837], [6.820, 5.511, 4.672], [5.443, 4.435, 4.838], [6.750, 1.867, 4.153], [7.102, 2.167, 2.458], [4.838, 1.482, 2.454], [4.819, 3.255, 2.213], [2.947, 3.988, 3.297], [2.351, 3.073, 4.693], [2.416, 2.283, 3.102], [-3.926, 5.483, 1.378], [-2.888, 5.666, 0.437], [-1.714, 4.944, 0.785], [-0.855, 4.700, -0.444], [-1.313, 3.616, -1.250], [-2.502, 3.854, -2.002], [-2.285, 4.777, -3.190], [-2.249, 6.133, -2.765], [-1.575, 6.964, -3.688], [-3.624, 5.850, 2.364], [-4.793, 6.050, 1.038], [-4.208, 4.426, 1.437], [-1.977, 3.982, 1.241], [-1.154, 5.548, 1.510], [0.141, 4.402, -0.103], [-0.728, 5.606, -1.039], [-3.313, 4.197, -1.358], [-2.792, 2.874, -2.391], [-3.120, 4.670, -3.893], [-1.350, 4.509, -3.696], [-0.537, 6.638, -3.813], [-1.570, 7.979, -3.289], [-2.088, 6.965, -4.655]], "mulliken_charge": [-1.44, 1.14, -0.86, -0.50, 1.06, -1.06, 0.29, -0.31, 0.26, -0.26, 0.65, -0.30, -0.30, 0.51, -0.21, -0.31, 0.69, -0.23, -0.22, -0.27, -0.28, -1.07, 0.32, 0.34, 0.33, 0.37, 0.32, 0.39, 0.28, 0.31, 0.32, -0.86, -0.15, -0.77, -0.08, -0.52, -0.46, -0.58, -0.23, -0.62, 0.27, 0.24, 0.42, 0.37, 0.44, 0.29, 0.06, 0.23, 0.41, 0.47, 0.36, 0.14, 0.23, 0.36, -0.79, -0.24, -0.58, -0.34, -0.48, -0.53, -0.21, -0.27, -0.42, 0.32, 0.24, 0.33, 0.36, 0.42, 0.40, 0.12, 0.19, 0.42, 0.14, 0.35, 0.34, 0.29, -0.05, -0.79, -0.27, -0.58, -0.46, -0.20, -0.54, -0.63, -0.27, -0.77, 0.32, 0.24, 0.34, 0.28, 0.43, 0.39, 0.24, 0.22, 0.39, 0.42, 0.35, 0.33, 0.24, 0.32], "energy_ev": -82383.0329, "orbital_gap_ev": 8.3713, "lumo_ev": -0.48, "charge": 0, "smiles": "Cc1ccc(CB(N=C=S)C(F)(F)C(F)(F)C(F)(F)F)cc1.COCCOCCOC.COCCOCCOC.COCCOCCOC"}

{"formula": "CH3IN2O", "method": "ωB97M-V with the def2-TZVPD basis set", "elements": ["C", "N", "N", "O", "I", "H", "H", "H"], "positions_angstrom": [[0.935, -0.030, -0.693], [-0.181, -0.683, -0.299], [-0.939, 0.464, 0.595], [1.168, 1.156, -0.495], [-1.522, -0.240, 2.422], [1.527, -0.667, -1.307], [-0.896, -1.062, -0.912], [-0.092, 1.061, 0.690]], "nbo_charge": [0.51, -0.51, -0.64, -0.58, 0.28, 0.13, 0.42, 0.39], "energy_ev": -14211.4469, "orbital_gap_ev": 9.0686, "lumo_ev": -0.15, "de_lowest_kcal_mol": 35.1, "charge": 0, "smiles": "O=CNNI"}

{"formula": "C4H6FI", "method": "ωB97M-V with the def2-TZVPD basis set", "elements": ["C", "C", "C", "C", "F", "I", "H", "H", "H", "H", "H", "H"], "positions_angstrom": [[-0.356, 0.418, -0.703], [-0.780, 1.280, -1.617], [0.749, -0.480, -0.834], [-0.980, 0.582, 0.709], [-1.606, 2.268, -1.247], [0.000, 1.717, -3.555], [1.001, -0.643, 0.215], [1.460, -0.168, -1.594], [0.394, -1.480, -1.167], [-1.785, 1.399, 0.830], [-0.253, 0.685, 1.505], [-1.437, -0.425, 1.006]], "nbo_charge": [-0.11, 0.26, -0.65, -0.64, -0.35, 0.11, 0.23, 0.24, 0.23, 0.24, 0.22, 0.22], "energy_ev": -15062.0371, "orbital_gap_ev": 9.2995, "lumo_ev": 0.43, "de_lowest_kcal_mol": 0.0, "charge": 0, "smiles": "CC(C)=C(F)I"}

{"formula": "C4H34BO25", "method": "ωB97M-V with the def2-TZVPD basis set", "elements": ["O", "C", "O", "B", "O", "C", "O", "O", "C", "O", "C", "O", "O", "O", "H", "H", "O", "H", "H", "O", "H", "H", "O", "H", "H", "O", "H", "H", "O", "H", "H", "O", "H", "H", "O", "H", "H", "O", "H", "H", "O", "H", "H", "O", "H", "H", "O", "H", "H", "O", "H", "H", "O", "H", "H", "O", "H", "H", "O", "H", "H", "O", "H", "H"], "positions_angstrom": [[0.666, -0.547, -3.453], [0.830, -0.586, -2.189], [0.852, 0.468, -1.482], [0.740, 0.120, -0.126], [0.697, -1.357, -0.146], [0.653, -1.725, -1.328], [0.239, -2.788, -1.697], [-0.450, 0.665, 0.498], [-0.062, 1.209, 1.629], [-0.774, 1.938, 2.326], [1.299, 1.130, 1.687], [1.855, 0.604, 0.663], [1.999, 1.339, 2.712], [2.975, -3.715, 0.110], [2.488, -4.419, 0.431], [2.554, -3.106, 0.562], [-0.432, -4.003, 0.819], [-1.210, -4.240, 1.272], [-0.716, -3.827, -0.108], [4.454, 0.248, 2.085], [4.936, 0.878, 2.468], [3.551, 0.555, 1.765], [-3.270, 4.723, 3.685], [-2.705, 3.887, 3.393], [-2.381, 5.205, 3.835], [-2.082, -1.647, 1.302], [-1.293, -2.117, 0.869], [-1.698, -1.364, 2.117], [-0.323, 2.006, 4.755], [-0.875, 1.746, 4.079], [0.415, 2.721, 4.530], [-2.435, 1.362, -1.850], [-3.278, 1.304, -2.177], [-2.576, 0.723, -1.234], [1.071, -5.394, -2.031], [1.027, -4.376, -2.388], [0.328, -5.769, -1.627], [1.863, -2.226, 2.198], [1.042, -1.787, 2.450], [2.622, -1.694, 2.609], [1.320, 3.991, 3.555], [1.758, 3.855, 2.710], [2.009, 4.136, 4.158], [2.650, 2.855, -3.208], [1.654, 2.808, -2.977], [2.400, 2.328, -4.125], [-2.879, -0.826, -0.442], [-2.306, -1.009, 0.442], [-2.672, -1.609, -0.939], [2.386, 0.909, -4.989], [3.381, 0.455, -5.050], [1.885, 0.377, -4.624], [-2.605, -3.607, -1.418], [-2.449, -3.299, -2.304], [-3.451, -3.606, -0.968], [-1.709, 0.024, -4.229], [-0.772, -0.300, -4.082], [-1.854, 0.466, -3.415], [-0.237, 3.069, -2.674], [-0.055, 3.667, -2.048], [-0.967, 2.356, -2.416], [-3.496, 2.556, 1.930], [-3.819, 1.808, 2.460], [-2.765, 2.454, 1.639]], "nbo_charge": [-0.64, 0.71, -0.59, 1.15, -0.62, 0.70, -0.60, -0.61, 0.66, -0.57, 0.61, -0.60, -0.55, -0.93, 0.46, 0.46, -0.96, 0.46, 0.51, -0.97, 0.46, 0.50, -0.94, 0.48, 0.45, -0.85, 0.53, 0.49, -1.01, 0.47, 0.51, -0.96, 0.47, 0.50, -1.00, 0.52, 0.47, -0.95, 0.46, 0.50, -0.93, 0.48, 0.47, -1.03, 0.48, 0.49, -1.08, 0.46, 0.45, -0.90, 0.48, 0.46, -1.00, 0.52, 0.50, -0.99, 0.48, 0.46, -0.99, 0.46, 0.52, -0.90, 0.47, 0.44], "energy_ev": -56563.9493, "orbital_gap_ev": 8.1909, "lumo_ev": 0.87, "de_lowest_kcal_mol": 259.6, "charge": -1}

{"formula": "C3H6N2O", "method": "ωB97M-V with the def2-TZVPD basis set", "elements": ["N", "C", "O", "N", "C", "C", "H", "H", "H", "H", "H", "H"], "positions_angstrom": [[1.742, 0.138, 0.135], [0.916, -0.741, -0.520], [1.252, -1.873, -0.789], [-0.385, -0.272, -0.840], [-1.399, -0.438, 0.190], [-0.979, 0.913, -0.253], [1.564, 1.127, 0.143], [2.702, -0.158, 0.222], [-2.344, -0.870, -0.124], [-1.044, -0.747, 1.172], [-1.605, 1.478, -0.938], [-0.416, 1.521, 0.454]], "nbo_charge": [-0.85, 0.78, -0.60, -0.45, -0.23, -0.26, 0.39, 0.41, 0.21, 0.20, 0.21, 0.19], "energy_ev": -8235.2777, "orbital_gap_ev": 10.8492, "lumo_ev": 0.88, "de_lowest_kcal_mol": 32.8, "charge": 0, "smiles": "NC(=O)N1CC1"}

{"formula": "C6H3N", "method": "ωB97M-V with the def2-TZVPD basis set", "elements": ["C", "C", "C", "C", "C", "C", "N", "H", "H", "H"], "positions_angstrom": [[0.821, 1.408, -0.621], [-0.470, 1.323, -0.373], [0.097, 0.184, -1.150], [-0.493, -2.012, 1.863], [0.178, -0.967, -0.327], [0.142, -1.532, 0.751], [-1.011, -2.275, 2.864], [1.775, 1.877, -0.556], [-1.353, 1.939, -0.251], [0.313, 0.055, -2.200]], "nbo_charge": [-0.11, -0.15, -0.37, 0.22, 0.15, -0.17, -0.28, 0.24, 0.24, 0.23], "energy_ev": -7754.8970, "orbital_gap_ev": 10.3854, "lumo_ev": 0.55, "de_lowest_kcal_mol": 19.1, "charge": 0, "smiles": "N#CC#CC1C=C1"}